A structure of composition C13H26NO3RuS4Si2Te in a non-equilibrium geometry, computed with ωB97M-V/def2-TZVPD.

lowest unoccupied orbital energy (alpha / beta)	-0.021 / -0.059	Eh
highest occupied orbital energy (alpha / beta)	-7.2 / -8.0	eV
⟨S²⟩	0.76
energy	-3326.167663	Eh
ΔE to the lowest compared entry with this formula, charge and spin	0.0	kcal/mol
frontier orbital gap (alpha / beta)	6.6640 / 6.4475	eV
spin multiplicity	2

Last column: Löwdin spin population.
Geometry (Å):
Ru -2.330 -0.759 0.481  0.335
O -1.464 -7.346 -0.867  0.010
C -1.585 -6.181 -0.638  0.003
S -1.883 -4.956 -1.901  0.008
C -1.955 -3.592 -0.820  0.072
C -1.792 -3.838 0.511  0.059
S -1.788 -2.537 1.619  0.238
S -1.508 -5.487 1.003  0.000
S -2.110 -1.980 -1.368  0.199
N -4.480 -0.805 0.198  0.022
C -4.731 0.643 -0.014  0.000
C -3.496 1.297 0.637  0.001
O -3.234 0.807 1.799  0.015
O -2.739 1.984 -0.055  -0.002
H -4.844 -1.365 -0.563  0.003
H -4.882 -1.117 1.076  0.001
H -5.661 0.987 0.436  0.000
H -4.740 0.846 -1.082  0.000
C -0.647 4.224 1.344  0.000
Si 0.883 3.626 0.473  0.001
C 2.281 3.365 1.687  0.000
C 1.419 4.843 -0.843  0.000
C 0.545 1.994 -0.413  0.002
Te -0.033 0.481 0.973  0.023
C 1.801 -0.612 0.999  0.006
Si 2.397 -1.611 -0.485  0.000
C 2.322 -0.569 -2.035  0.000
C 4.168 -2.100 -0.136  0.000
C 1.349 -3.131 -0.683  0.000
H -0.435 5.166 1.857  0.000
H -0.997 3.501 2.083  0.000
H -1.463 4.389 0.640  0.000
H 2.481 4.285 2.240  0.000
H 3.204 3.076 1.179  0.000
H 2.038 2.591 2.420  0.000
H 1.625 5.824 -0.407  0.000
H 0.641 4.974 -1.598  0.000
H 2.326 4.507 -1.349  0.000
H 1.430 1.619 -0.929  0.000
H -0.264 2.085 -1.138  0.000
H 1.690 -1.259 1.872  0.001
H 2.526 0.162 1.264  0.001
H 2.973 0.306 -1.967  0.000
H 1.305 -0.224 -2.237  0.000
H 2.648 -1.154 -2.898  0.000
H 4.795 -1.225 0.049  0.000
H 4.599 -2.646 -0.978  0.000
H 4.230 -2.747 0.743  0.000
H 0.318 -2.855 -0.897  0.002
H 1.358 -3.741 0.224  0.000
H 1.710 -3.748 -1.509  0.000